one | Density functional theory data (ωB97M-V/def2-TZVPD) for 6 unconnected molecules or ions with the total composition C6H23NO6.

Each line ends with the Mulliken charge.
Atoms and positions in Å:
C1 0.9380 1.5261 3.5613  -1.116
C2 -0.0976 1.3245 2.4349  -0.431
N1 0.5533 0.5449 1.3282  -0.009
C3 0.5728 -0.9044 1.6326  -0.528
C4 0.9997 -1.6704 0.3312  -0.969
C5 -0.2461 -1.7818 -0.6463  0.022
C6 0.4806 -2.3368 -1.8232  -0.113
O1 0.7419 -1.6597 -2.7912  -0.492
H1 0.8737 2.4951 4.0284  0.373
H2 1.8751 1.5915 2.9780  0.259
H3 0.9979 0.7633 4.3695  0.281
H4 -1.0449 0.8697 2.7888  0.321
H5 -0.5530 2.2553 2.0613  0.368
H6 0.0463 0.8399 0.5036  -0.044
H7 1.3623 -1.0370 2.4127  0.344
H8 -0.3993 -1.2887 1.9214  0.311
H9 1.3554 -2.6479 0.6622  0.385
H10 1.7605 -1.2448 -0.3354  0.456
H11 -0.7287 -0.8138 -0.7300  0.118
H12 -0.7958 -2.6268 -0.1932  0.174
H13 0.9224 -3.3458 -1.6824  0.346
O2 1.5151 1.2796 -3.0081  -0.696
H14 0.9304 0.5700 -2.7068  0.288
H15 2.2259 1.3225 -2.3512  0.371
O3 2.6463 2.9105 -0.4387  -0.630
H16 2.6083 2.9550 0.5171  0.293
H17 1.8367 3.1118 -0.9237  0.327
O4 -2.6850 -2.8975 1.8415  -0.611
H18 -3.3749 -2.3245 2.2157  0.307
H19 -3.2134 -3.3193 1.1486  0.317
O5 -4.0552 0.1933 -1.0255  -0.628
H20 -3.5929 0.9089 -1.4654  0.313
H21 -3.5024 -0.3455 -0.4424  0.314
O6 -0.4467 2.1461 -1.2314  -0.612
H22 0.2350 1.7876 -1.8302  0.328
H23 -1.1030 2.7001 -1.6613  0.265

Values from the calculation:
Total charge: 0
Structure (SMILES): CCNCCCC=O.O.O.O.O.O
LUMO energy, hartree: 0.0070
HOMO, eV: -9.0



two | Density functional theory data (ωB97M-V/def2-TZVPD) for 6 unconnected molecules or ions with the total composition C6H23NO6.

Each line ends with the Mulliken charge.
Atoms and positions in Å:
C1 0.1922 3.2018 0.5021  -1.525
C2 0.2414 2.0654 -0.5159  -0.053
C3 -0.7414 0.9501 -0.1266  -0.457
N1 -0.4431 -0.2853 -0.8950  0.595
C4 -1.1847 -0.2826 -2.1514  -1.217
C5 -0.7100 -1.5367 -0.1396  -0.630
C6 0.4933 -1.7576 0.7463  0.042
O1 0.6036 -1.2127 1.8346  -0.683
H1 0.8975 3.9916 0.2417  0.408
H2 -0.7927 3.6772 0.5408  0.358
H3 0.3999 2.8340 1.5096  0.342
H4 1.2547 1.6580 -0.5490  0.115
H5 0.0040 2.4327 -1.5122  0.313
H6 -0.6297 0.7321 0.9300  0.169
H7 -1.7611 1.3131 -0.2858  0.192
H8 -0.9982 0.6296 -2.7035  0.314
H9 -0.8615 -1.1208 -2.7734  0.316
H10 -2.2713 -0.3992 -2.0023  0.360
H11 -0.7587 -2.3411 -0.8738  0.433
H12 -1.6445 -1.5267 0.4319  0.244
H13 1.2804 -2.4093 0.3610  0.437
O2 3.0994 0.0925 1.1702  -0.696
H14 2.3305 -0.3505 1.6132  0.339
H15 3.0661 1.0085 1.4194  0.295
O3 2.7052 -0.4290 -1.5913  -0.804
H16 1.8000 -0.0759 -1.6365  0.233
H17 2.9540 -0.2721 -0.6413  0.435
O4 1.9586 -2.9421 -2.2483  -0.645
H18 2.2771 -2.0232 -2.0991  0.449
H19 2.6016 -3.3489 -2.8318  0.292
O5 -4.0227 0.0527 1.5842  -0.665
H20 -3.3017 -0.1971 2.2016  0.435
H21 -3.5783 -0.0094 0.7134  0.306
O6 -1.8174 -0.7156 3.0831  -0.657
H22 -1.7097 -0.5481 4.0208  0.267
H23 -0.9326 -0.8555 2.6727  0.344

Values from the calculation:
Total charge: 0
Structure (SMILES): CCCN(C)CC=O.O.O.O.O.O
LUMO energy, hartree: 0.0020
HOMO, eV: -9.6



The energy of each structure relative to the most stable one, in kJ/mol, is as follows: one 144.3; two 0.0.



one | Density functional theory data (ωB97M-V/def2-TZVPD) for C3H4N2 in the gas phase.

Each line ends with the Mulliken charge.
Atoms and positions in Å:
C1 0.8994 -0.3047 0.4074  -0.380
C2 0.1392 0.7105 0.9887  -0.304
N1 -0.9791 0.9593 0.2980  -0.801
N2 -0.9539 0.0992 -0.6647  0.370
C3 0.1112 -0.6650 -0.7015  -0.178
H1 1.8892 -0.7478 0.6119  0.314
H2 0.2724 1.0827 2.0221  0.358
H3 -1.6273 0.1649 -1.3993  0.231
H4 0.2490 -1.2991 -1.5627  0.389

Values from the calculation:
Total charge: 0
Structure (SMILES): c1cn[nH]c1
LUMO energy, hartree: 0.0380
HOMO, eV: -9.4



two | Density functional theory data (ωB97M-V/def2-TZVPD) for C3H4N2 in the gas phase.

Each line ends with the Mulliken charge.
Atoms and positions in Å:
C1 -0.8308 -0.3323 0.4096  -0.384
C2 -0.6535 -0.3730 -0.9474  -0.212
N1 0.5606 0.1320 -1.2807  -0.759
N2 1.0925 0.4286 -0.1078  0.310
C3 0.3122 0.1523 0.9533  -0.354
H1 -1.7356 -0.6398 0.9009  0.339
H2 -1.3228 -0.6903 -1.7595  0.394
H3 1.9431 0.9667 -0.1146  0.236
H4 0.6342 0.3559 1.9463  0.430

Values from the calculation:
Total charge: 0
Structure (SMILES): c1cn[nH]c1
LUMO energy, hartree: 0.0391
HOMO, eV: -9.4



three | Density functional theory data (ωB97M-V/def2-TZVPD) for a molecular structure, C3H4N2.

Each line ends with the Mulliken charge.
Atoms and positions in Å:
N1 -0.6122 0.5514 0.9629  -0.079
C1 0.6188 0.7351 0.3603  -0.365
C2 1.0735 -0.6690 0.1708  0.091
N2 0.0612 -1.4928 0.1719  -0.334
C3 -0.9580 -0.5663 0.2114  -0.113
H1 -1.2613 1.3350 0.9518  0.297
H2 -0.1888 0.7875 -1.3871  0.054
H3 2.0963 -0.9764 -0.0460  0.349
H4 -0.8295 0.2954 -1.3959  0.101

Values from the calculation:
Total charge: 0
LUMO energy, hartree: -0.0525
HOMO, eV: -9.6



The energy of each structure relative to the most stable one, in kJ/mol, is as follows: one 16.3; two 0.0; three 609.0.